{"formula": "C48H85N11O13P", "method": "ωB97M-V with the def2-TZVPD basis set", "species": ["P", "O", "O", "O", "O", "O", "O", "O", "O", "O", "O", "O", "O", "O", "N", "N", "N", "N", "N", "N", "N", "N", "N", "N", "N", "C", "C", "C", "C", "C", "C", "C", "C", "C", "C", "C", "C", "C", "C", "C", "C", "C", "C", "C", "C", "C", "C", "C", "C", "C", "C", "C", "C", "C", "C", "C", "C", "C", "C", "C", "C", "C", "C", "C", "C", "C", "C", "C", "C", "C", "C", "C", "C", "H", "H", "H", "H", "H", "H", "H", "H", "H", "H", "H", "H", "H", "H", "H", "H", "H", "H", "H", "H", "H", "H", "H", "H", "H", "H", "H", "H", "H", "H", "H", "H", "H", "H", "H", "H", "H", "H", "H", "H", "H", "H", "H", "H", "H", "H", "H", "H", "H", "H", "H", "H", "H", "H", "H", "H", "H", "H", "H", "H", "H", "H", "H", "H", "H", "H", "H", "H", "H", "H", "H", "H", "H", "H", "H", "H", "H", "H", "H", "H", "H", "H", "H", "H", "H"], "positions_angstrom": [[1.333, 3.159, -1.667], [8.652, 0.871, -4.182], [4.908, -3.347, -4.144], [-4.901, -8.940, 3.450], [-3.351, -5.409, 3.738], [0.995, 6.140, 3.172], [0.339, -3.832, 4.663], [3.109, 0.189, 0.554], [-1.352, 2.295, 2.136], [-1.350, 2.045, 4.334], [2.388, 4.548, 2.461], [2.763, -0.465, 2.663], [-2.674, 5.683, -7.223], [1.907, 2.511, -3.050], [-5.889, -9.690, 1.552], [-3.197, 4.964, 0.585], [10.508, 1.628, -3.112], [-3.000, -6.500, 5.698], [-1.341, 3.777, -0.561], [-0.003, 2.000, -1.325], [2.271, -4.765, 3.923], [5.448, -1.586, -2.812], [-0.871, 5.025, -8.443], [-2.115, 1.519, -0.616], [2.480, 2.794, -0.494], [-2.128, -5.451, 6.209], [-4.596, 4.355, 4.349], [-5.821, -8.922, 2.649], [-3.557, 4.069, 3.476], [-1.528, 1.524, 3.281], [1.531, -0.018, -1.294], [5.091, -0.753, -1.686], [-3.784, 1.708, -5.433], [0.176, 0.575, -1.665], [3.433, -4.677, 3.062], [-1.879, 5.861, -8.128], [-1.713, -0.611, 1.948], [-5.933, 2.698, 3.299], [-2.492, -1.960, 4.258], [-0.700, 3.815, -7.661], [9.735, 2.512, -2.257], [9.860, 0.875, -4.017], [-2.358, -2.661, 3.063], [-3.257, -7.669, 6.516], [4.671, -2.612, -3.208], [-1.698, 4.564, -1.756], [-2.229, -0.602, 4.288], [-4.800, -10.616, 1.282], [-1.132, 2.448, -0.828], [-5.813, 3.685, 4.265], [3.294, 0.281, 1.906], [0.044, 5.296, -9.537], [-2.043, 4.103, 0.730], [1.329, -3.805, 3.957], [-3.551, -6.366, 4.483], [-2.532, 2.815, 1.492], [-2.876, 4.021, -2.591], [0.420, 4.758, 1.188], [-2.449, 3.143, -3.774], [-3.678, 3.103, 2.474], [-1.984, -1.967, 1.917], [-4.888, 2.409, 2.423], [6.679, -1.306, -3.540], [-1.053, 4.912, 1.619], [11.952, 1.587, -2.965], [1.357, 5.132, 2.317], [-7.008, -9.627, 0.632], [1.745, -0.086, 0.221], [4.231, 1.377, 2.309], [-3.070, 1.840, 0.439], [-1.836, 0.094, 3.145], [2.110, -5.926, 4.784], [-3.459, 3.138, -4.939], [-3.893, 4.598, -0.051], [0.570, 5.719, 3.933], [5.062, 0.912, 2.831], [9.178, 3.225, -2.866], [-4.352, 3.714, -4.723], [-3.314, 0.944, -4.814], [1.178, -6.439, 4.544], [7.331, -2.180, -3.507], [6.449, -1.091, -4.583], [-3.439, 0.929, 0.892], [3.764, -2.732, -2.584], [0.637, 5.328, 0.290], [-7.733, -8.891, 0.973], [5.870, -0.803, -0.921], [-0.585, -0.064, -1.230], [-3.638, 3.544, -1.973], [-4.448, 5.111, 5.107], [-0.532, 4.070, -6.612], [-2.299, -0.061, 5.219], [-5.082, 1.619, 1.716], [3.451, -5.523, 2.371], [-7.496, -10.601, 0.571], [2.815, 3.647, -0.058], [12.215, 1.274, -1.953], [1.527, -1.101, 0.551], [0.592, 3.695, 1.064], [-2.545, -3.728, 3.055], [1.475, -1.049, -1.637], [-1.280, -5.303, 5.542], [4.345, -4.691, 3.662], [-3.951, 2.312, -0.007], [-1.488, 3.502, -4.144], [2.365, 3.220, -3.517], [2.946, -6.605, 4.643], [-3.863, -10.068, 1.182], [-3.440, 1.531, -6.446], [-1.772, -5.723, 7.200], [-2.682, -4.514, 6.267], [3.404, -3.754, 2.488], [3.712, 2.097, 2.932], [-4.205, -7.209, 4.205], [1.066, 5.366, -9.161], [-2.937, 5.910, 0.352], [-0.008, 4.493, -10.274], [-2.969, 3.643, -5.767], [9.020, 1.931, -1.673], [2.067, -5.612, 5.827], [-2.578, 1.259, -1.478], [2.367, 0.426, -1.826], [-1.286, 5.975, 1.591], [7.186, -0.456, -3.102], [12.380, 0.881, -3.674], [-2.652, 4.632, 3.618], [3.277, 2.295, -0.884], [-4.697, -11.319, 2.109], [-1.394, -0.104, 1.047], [-2.319, -8.185, 6.733], [-6.867, 2.162, 3.216], [4.982, 0.286, -2.014], [-3.354, 4.906, -3.017], [-3.922, -8.352, 5.992], [-2.765, -2.468, 5.167], [1.057, 0.554, 0.777], [-3.722, -7.371, 7.458], [0.087, 0.505, -2.750], [-1.925, 6.747, -8.781], [10.533, 0.240, -4.616], [-1.805, 5.616, -1.530], [-6.690, -8.254, 2.768], [-0.218, 6.234, -10.020], [0.150, 3.252, -8.038], [4.154, -1.087, -1.251], [-4.855, 1.540, -5.357], [-1.095, 4.590, 2.650], [10.401, 3.048, -1.587], [1.537, -2.966, 3.270], [-2.274, 2.120, -3.425], [-0.835, 4.508, -2.419], [-1.599, 3.200, -7.723], [-6.641, 3.908, 4.919], [-6.658, -9.343, -0.362], [-5.003, -11.162, 0.365], [12.374, 2.575, -3.152], [-1.909, -2.527, 0.994], [4.618, 1.866, 1.421]], "total_charge": 1, "orbital_gap_ev": 7.3, "max_force_ha_per_bohr": 0.041, "e_tot_ha": -3801.62823}